Entry 1:
Entry from OMol25: a molecular structure, C34H57CaN3O2SeSi (wB97M-V/def2-TZVPD).

XYZ file:
```
99
Properties=species:S:1:pos:R:3:forces:R:3
C -3.448031 -4.691287 1.179952 0.1 0.0 0.2
H -7.349196 0.203239 -3.378274 0.1 -0.1 -0.2
H 1.456749 1.402333 -2.282748 0.1 0.0 0.2
H -3.986180 1.586187 -3.620772 0.3 0.2 0.4
H -2.875018 -4.192805 1.968364 0.0 -0.1 0.1
H -3.641282 2.766877 1.609956 0.0 0.0 -0.1
H 3.026745 2.144007 -1.975564 -0.2 -0.1 0.0
H -1.952000 0.707974 -2.420288 -0.1 0.2 0.1
H -3.016547 -1.838662 -5.562408 0.0 0.2 0.0
H 1.926137 2.865959 -3.151974 0.0 0.1 0.0
C 3.631724 -2.135760 -1.937020 0.2 0.1 0.0
H -3.429344 0.324298 0.817413 0.1 0.3 0.2
C 0.276765 2.758027 2.583380 -0.6 0.1 0.4
H 1.801556 -0.818248 -3.611787 -0.3 0.0 0.1
H 3.350716 -2.080955 -2.998186 0.1 -0.2 0.2
C -4.052485 -2.035364 -3.708159 -0.5 0.0 1.2
C 2.668050 -1.371507 -1.054325 1.0 1.3 0.7
H -5.403284 -2.151014 1.660168 0.0 -0.1 -0.1
H -2.133241 2.383886 0.806527 0.2 0.2 0.0
H -2.779615 -5.401064 0.682836 0.0 0.1 0.0
C -2.582036 1.485012 -1.961076 -0.2 -0.5 0.3
C -2.801231 -2.129546 -0.466284 -0.6 1.1 -0.4
H -6.060196 -1.804015 0.068486 0.3 -0.2 0.1
H -1.667232 -5.027660 -3.737649 0.2 0.1 0.2
H -1.924086 2.130978 -1.351291 -0.3 -0.3 -0.3
C -5.649131 -2.609248 0.691952 -0.3 0.3 0.4
C -3.780592 1.164592 0.200609 -0.4 -0.5 -0.2
H -0.295754 3.502761 3.160382 0.2 -0.3 -0.1
H 2.033635 -4.431988 0.069778 -0.5 0.2 0.1
H -4.245797 -5.268289 1.664868 0.1 0.1 -0.1
C -3.203984 2.482660 0.649975 0.3 -0.1 0.2
C 0.748168 -1.072982 -3.777363 0.1 0.4 -0.3
C -0.509997 -3.211762 -3.794944 0.1 -0.3 0.1
H -4.952367 -2.501773 -4.148155 0.3 0.2 0.1
C 0.157257 4.643846 0.965164 0.1 0.1 -0.5
H -6.379004 -1.707929 -2.128927 -0.1 0.0 -0.1
C 0.340522 -2.352524 -3.117219 -0.3 -0.3 0.3
C 0.735182 -2.672282 -1.787265 0.6 0.1 0.3
C -3.359466 2.249784 -3.007684 -0.1 0.5 -0.3
H -0.776203 -2.977170 -4.829763 0.0 -0.1 0.4
C 1.972050 2.361230 -2.185728 0.2 0.0 -0.7
H 0.147136 6.296280 -0.411177 0.1 -0.2 0.0
C 1.441788 -0.321433 1.538739 -1.7 3.0 -1.4
H -2.353562 -0.842022 -4.234377 -0.1 -0.1 -0.1
C 3.200207 -0.332573 -0.304327 0.5 -1.1 -1.2
C 0.424561 5.252185 -0.263218 -0.1 0.0 0.2
H -0.891590 -5.653884 -1.441179 0.0 0.2 -0.2
C -6.324908 -0.121094 -3.593492 -0.3 0.3 -0.2
C -0.997494 -4.368791 -3.181585 0.0 -0.3 0.1
H -4.000787 2.977596 -2.503864 -0.2 -0.1 0.0
H 4.257628 -0.108554 -0.453770 -0.2 -0.1 0.1
O -3.556917 0.776578 -1.156810 0.6 0.9 0.2
Si -4.148169 -3.453376 -0.035242 0.2 0.3 -0.5
N 1.376475 -1.724720 -0.976772 -1.3 -1.1 0.1
C 1.042346 4.532879 -1.285915 0.0 0.2 0.2
H 3.684861 -3.194946 -1.638652 -0.1 0.3 -0.1
H -3.271784 -1.294241 -1.149718 1.0 -1.8 1.2
H 4.202594 0.877771 1.865082 -0.1 0.1 0.1
H -6.338580 -0.778274 -4.471783 -0.1 0.2 0.2
C 1.351161 3.193486 -1.120077 -0.3 -0.3 1.0
H -2.484099 -1.504819 0.414601 -0.7 -0.6 -0.4
H -5.739897 -0.168262 -1.515181 -0.1 0.0 -0.1
C -0.572151 -4.713615 -1.895697 -0.1 -0.2 -0.4
C 0.328869 -3.912696 -1.191196 0.0 0.6 -0.4
H 0.590810 -5.455725 0.270902 0.1 0.4 -0.1
H 1.285067 5.004228 -2.233596 -0.1 0.1 0.1
H -2.742287 2.842035 -3.690351 0.2 -0.2 0.1
H -5.216884 -5.358622 -1.225993 0.1 0.1 0.1
H 1.222908 2.606445 3.126122 -0.3 0.0 -0.3
Se 1.328674 -1.680879 2.781959 0.2 -0.2 0.2
C 1.036203 2.573978 0.114327 -0.4 0.0 0.2
H -6.479963 -3.305024 0.882843 0.3 0.0 -0.1
H -3.815326 -4.793856 -2.136233 0.0 0.0 0.1
C 3.380047 1.447568 1.422683 0.3 -0.1 0.3
O -4.403753 -1.232249 -2.543255 -0.8 -0.4 -1.4
Ca -0.394532 -1.996285 0.617404 1.3 0.9 -0.5
H -0.282557 1.811284 2.588667 0.3 0.4 0.1
H 0.595475 -1.153330 -4.864920 0.0 0.0 0.3
H -5.336608 -3.903237 -2.212085 0.1 -0.1 0.2
C 0.479414 3.304388 1.193438 0.4 0.0 -0.5
H 4.630081 -1.692065 -1.817299 -0.3 -0.3 -0.1
C -5.775489 -0.827289 -2.385660 0.9 -0.4 -0.1
N 0.386564 0.374911 1.018370 2.5 -1.4 0.9
H -3.436714 -2.843239 -3.287323 -0.1 0.1 -0.3
H -1.929879 -2.592915 -0.999801 -0.8 0.3 0.1
N 1.227853 1.164241 0.135550 -0.5 -0.7 0.4
H -4.869791 1.170571 0.332749 0.0 0.1 -0.1
H 3.832933 2.198263 0.757310 -0.3 -0.2 0.1
H -0.311407 5.213260 1.768780 0.1 -0.1 -0.2
C -4.672568 -4.460851 -1.541204 0.0 0.2 -0.2
C -3.273227 -1.213539 -4.700439 0.0 0.1 -0.1
C 2.486683 0.488899 0.675202 -1.1 -0.4 0.4
C 0.930213 -4.416969 0.117731 -0.1 -0.4 0.3
H -3.383008 3.281804 -0.073049 -0.1 0.0 0.1
H 0.669378 -3.897434 1.087486 0.5 -0.4 -0.8
H -5.728610 0.769190 -3.817520 -0.2 -0.2 0.0
H 2.820745 1.945774 2.217473 0.3 0.0 -0.1
H -3.865305 -0.354575 -5.031864 0.1 -0.1 -0.1
H 0.130323 -0.225656 -3.432790 0.3 -0.2 0.1
```
Positions in Å, forces in eV/Å.

For the HOMO-LUMO gap, the calculation gives 0.2507 Ha. The calculation puts the max |F| at 0.0715 hartree/bohr.

Electronic structure analysis, Mulliken charges in units of e:
1. C -1.2516
2. H 0.4445
3. H -0.0720
4. H -0.0311
5. H 0.3927
6. H 0.4672
7. H 0.2808
8. H -0.8873
9. H 0.4139
10. H 0.4482
11. C -1.5971
12. H 0.0833
13. C -1.2620
14. H 0.4487
15. H 0.2823
16. C 0.2573
17. C 0.9903
18. H 0.3489
19. H 0.2986
20. H 0.2942
21. C 1.1050
22. C 3.1256
23. H 0.2613
24. H 0.4348
25. H 0.1417
26. C -1.0755
27. C -0.0061
28. H 0.4494
29. H 0.1735
30. H 0.3510
31. C -1.5222
32. C -1.0846
33. C -0.6581
34. H 0.4941
35. C -0.9810
36. H 0.3004
37. C 0.4217
38. C 0.8755
39. C -1.2366
40. H 0.4520
41. C -1.2397
42. H 0.4047
43. C -0.5394
44. H -0.0410
45. C -2.2804
46. C -0.9238
47. H 0.3663
48. C -1.3142
49. C -1.2551
50. H 0.2488
51. H 0.1914
52. O 0.1597
53. Si 0.1543
54. N 0.5255
55. C -0.9179
56. H 0.2492
57. H -1.2408
58. H 0.4621
59. H 0.3053
60. C 0.7316
61. H -0.1738
62. H -0.0852
63. C -1.0867
64. C 1.4677
65. H 0.4728
66. H 0.4393
67. H 0.4672
68. H 0.5087
69. H 0.3071
70. Se -0.1849
71. C 0.1445
72. H 0.3899
73. H 0.2411
74. C -1.5621
75. O 0.1250
76. Ca 0.9507
77. H 0.1641
78. H 0.4878
79. H 0.1896
80. C 0.9150
81. H 0.4412
82. C -0.1192
83. N -0.8815
84. H -0.5402
85. H -1.7398
86. N 1.4008
87. H 0.3196
88. H 0.3217
89. H 0.3663
90. C -0.9246
91. C -1.0660
92. C 1.7608
93. C -1.1036
94. H 0.2850
95. H 0.2196
96. H 0.2666
97. H 0.1774
98. H 0.3928
99. H -0.1729

---

Entry 2:
Entry from OMol25: 2 unconnected molecules or ions with the total composition C3H12N2O (wB97M-V/def2-TZVPD).

XYZ file:
```
18
Properties=species:S:1:pos:R:3:forces:R:3
H 0.776454 1.752546 2.683478 -0.2 0.0 0.1
N 0.216566 -0.532354 0.427604 0.6 -0.6 0.4
H 0.062623 0.505350 2.199248 -0.2 0.4 -0.2
C -0.642668 -0.324967 -0.718435 -1.1 0.5 -0.4
H -0.914221 -2.115201 1.208546 -0.5 0.1 0.2
C 0.110937 -1.878559 0.982200 0.1 -0.4 -0.4
H -0.365357 0.282543 -2.776957 -0.6 0.1 0.0
H 0.690119 -2.004426 1.898221 0.1 0.2 -0.1
H -1.563878 0.155983 -0.367310 0.0 0.2 0.0
O -0.084316 1.317141 2.721562 0.4 -0.2 0.1
N -0.013108 1.967781 -1.590426 0.1 0.1 0.1
H 0.850951 2.342742 -1.227234 0.0 -0.1 0.1
C 0.017639 0.532706 -1.788700 0.5 -0.9 -0.4
H 1.032768 0.110462 -1.891048 0.1 0.6 0.2
H 1.175067 -0.444393 0.114182 0.1 0.2 0.0
H -1.031923 -1.240032 -1.189649 0.6 -0.3 0.1
H -0.744999 2.208304 -0.934764 0.0 0.1 0.0
H 0.427346 -2.635625 0.249482 0.1 0.0 0.1
```
Positions in Å, forces in eV/Å.

For the HOMO-LUMO gap, the calculation gives 0.3704 Ha. The structure (SMILES) is CNCCN.O. Its energy above the lowest of the compared OMol25 structures with the same formula, charge and spin is 13.13 kcal per mole. The calculation puts the max |F| at 0.0244 hartree/bohr.

Electronic structure analysis, natural (NBO) charges in units of e:
1. H 0.4577
2. N -0.6408
3. H 0.4867
4. C -0.2363
5. H 0.1982
6. C -0.4161
7. H 0.1874
8. H 0.2027
9. H 0.1877
10. O -0.9610
11. N -0.8361
12. H 0.3601
13. C -0.2254
14. H 0.1752
15. H 0.3502
16. H 0.1781
17. H 0.3629
18. H 0.1689

---

Entry 3:
Entry from OMol25: C10H18INO in the gas phase (wB97M-V/def2-TZVPD).

XYZ file:
```
31
Properties=species:S:1:pos:R:3:forces:R:3
H -1.817435 -1.471050 4.088372 -0.8 -0.6 -0.1
H -0.152794 0.911379 -5.096066 0.3 1.6 -0.6
C 0.192707 -0.770854 2.840283 -1.4 -2.3 -1.8
H -0.985592 2.065622 2.155995 -0.2 -0.2 -0.6
O 1.678391 0.642810 -0.592522 2.2 0.5 1.0
H 0.631993 -1.325418 3.661457 0.0 0.5 0.6
C -1.445412 1.074621 1.989593 1.3 0.9 0.8
H 2.227179 -1.466136 -4.112363 1.0 1.0 1.1
H 3.212554 -0.737838 -2.685342 0.1 0.2 -1.1
C -0.977608 0.123629 3.093282 -1.0 -0.3 0.8
H 0.859078 -0.168797 2.309991 1.8 0.5 -0.8
H -0.983501 0.269062 5.279771 0.5 0.9 -1.0
H 1.878435 1.405244 -3.249859 0.4 1.4 -0.1
C -0.582093 -0.105635 -3.287556 -0.2 -3.1 -0.1
C 0.713550 0.310366 -1.172882 -2.0 0.1 1.2
I -1.274936 0.518944 0.027089 -0.2 -0.3 -0.5
H -0.198776 -1.599658 2.166434 0.8 0.9 0.3
C -0.653896 0.896509 4.387053 0.2 -0.9 1.0
H 0.435306 -0.665511 -5.172017 0.3 0.0 0.5
C -2.197081 -0.770132 3.343289 -1.0 -0.3 -1.0
H -1.255268 1.747521 4.315342 -1.1 1.6 0.6
C 2.722666 -0.522915 -3.662697 -1.5 -1.8 -0.6
H -3.108019 -0.223385 3.689778 0.9 -0.3 0.1
H -1.142322 -1.122272 -3.344429 1.5 1.1 0.4
H 3.302329 -0.153811 -4.507701 0.7 0.1 0.5
C 0.310968 0.184157 -4.489718 0.6 -0.3 0.4
C 1.573451 0.418370 -3.449739 -2.4 -1.3 -1.7
H -2.552608 -1.255177 2.337558 0.9 0.5 1.9
H 0.389213 1.265914 4.580648 -0.7 -0.7 -0.7
N 0.588127 0.014831 -2.435661 -0.3 -0.9 -0.5
H -1.388607 0.509610 -3.007384 -0.7 1.6 0.0
```
Positions in Å, forces in eV/Å.

For the HOMO-LUMO gap (alpha / beta), the calculation gives 0.2708 / 0.2707 Ha. Its energy above the lowest of the compared OMol25 structures with the same formula, charge and spin is 102.75 kcal per mole. The calculation puts the max |F| at 0.0639 hartree/bohr.

Electronic structure analysis, natural (NBO) charges in units of e:
1. H 0.1973
2. H 0.2191
3. C -0.6061
4. H 0.1858
5. O -0.5868
6. H 0.2142
7. C -0.6047
8. H 0.2029
9. H 0.2437
10. C -0.1585
11. H 0.2198
12. H 0.2082
13. H 0.2029
14. C -0.2063
15. C 0.5903
16. I 0.5327
17. H 0.1945
18. C -0.5946
19. H 0.2115
20. C -0.5949
21. H 0.2045
22. C -0.6270
23. H 0.2140
24. H 0.1937
25. H 0.2251
26. C -0.4138
27. C -0.0097
28. H 0.2043
29. H 0.2139
30. N -0.4770
31. H 0.2011

---

What did the second record say?
Entry from OMol25: 2 unconnected molecules or ions with the total composition C3H12N2O (wB97M-V/def2-TZVPD).

XYZ file:
```
18
Properties=species:S:1:pos:R:3:forces:R:3
H 0.776454 1.752546 2.683478 -0.2 0.0 0.1
N 0.216566 -0.532354 0.427604 0.6 -0.6 0.4
H 0.062623 0.505350 2.199248 -0.2 0.4 -0.2
C -0.642668 -0.324967 -0.718435 -1.1 0.5 -0.4
H -0.914221 -2.115201 1.208546 -0.5 0.1 0.2
C 0.110937 -1.878559 0.982200 0.1 -0.4 -0.4
H -0.365357 0.282543 -2.776957 -0.6 0.1 0.0
H 0.690119 -2.004426 1.898221 0.1 0.2 -0.1
H -1.563878 0.155983 -0.367310 0.0 0.2 0.0
O -0.084316 1.317141 2.721562 0.4 -0.2 0.1
N -0.013108 1.967781 -1.590426 0.1 0.1 0.1
H 0.850951 2.342742 -1.227234 0.0 -0.1 0.1
C 0.017639 0.532706 -1.788700 0.5 -0.9 -0.4
H 1.032768 0.110462 -1.891048 0.1 0.6 0.2
H 1.175067 -0.444393 0.114182 0.1 0.2 0.0
H -1.031923 -1.240032 -1.189649 0.6 -0.3 0.1
H -0.744999 2.208304 -0.934764 0.0 0.1 0.0
H 0.427346 -2.635625 0.249482 0.1 0.0 0.1
```
Positions in Å, forces in eV/Å.

For the HOMO-LUMO gap, the calculation gives 0.3704 Ha. The structure (SMILES) is CNCCN.O. Its energy above the lowest of the compared OMol25 structures with the same formula, charge and spin is 13.13 kcal per mole. The calculation puts the max |F| at 0.0244 hartree/bohr.

Electronic structure analysis, natural (NBO) charges in units of e:
1. H 0.4577
2. N -0.6408
3. H 0.4867
4. C -0.2363
5. H 0.1982
6. C -0.4161
7. H 0.1874
8. H 0.2027
9. H 0.1877
10. O -0.9610
11. N -0.8361
12. H 0.3601
13. C -0.2254
14. H 0.1752
15. H 0.3502
16. H 0.1781
17. H 0.3629
18. H 0.1689